[1]
The following is a quantum chemistry calculation of 12 unconnected molecules or ions with the total composition C7H35NO11, from the OMol25 dataset.

Atoms and positions in Å:
C: -4.2430 0.3297 1.1012
C: -3.0949 -0.1751 0.2415
N: -1.2933 2.0979 0.2608
C: -0.9640 0.9488 0.9190
C: -1.7935 -0.1842 0.9978
C: -1.5088 -1.2881 1.9570
C: 1.4743 0.5228 1.5644
C: 0.2910 1.0950 1.6849
H: -5.1639 -0.2062 0.8962
H: -4.0486 0.2131 2.1699
H: -4.4261 1.3975 1.0665
H: -3.3862 -1.1504 -0.1904
H: -2.9884 0.2888 -0.7453
H: -1.7053 1.9883 -0.6646
H: -0.4782 2.7077 0.2398
H: -2.0772 -2.1438 1.6206
H: -1.7631 -1.0474 2.9848
H: -0.4184 -1.3866 1.9357
H: 1.7380 -0.1852 0.7866
H: 2.2515 0.7120 2.2844
H: 0.2256 1.8086 2.5201
H: -1.7750 0.5524 5.0913
H: -0.5462 -0.1715 4.7988
O: -1.4613 -0.3585 5.1055
H: 0.1974 -3.1085 0.3891
H: -0.6567 -4.3959 0.6056
O: 0.0729 -3.8765 0.9772
H: 4.8907 2.6045 0.2565
H: 3.9534 1.8281 -0.5839
O: 4.8901 1.9568 -0.4457
H: 5.9137 -1.0239 0.8479
H: 5.4795 0.1270 -0.2808
O: 5.4870 -0.7760 0.0279
H: 0.9194 1.0672 -2.5441
H: 0.1687 0.4803 -1.4517
O: 0.8137 1.1719 -1.5910
H: 1.6598 -1.8238 -2.8494
H: 2.4381 -1.7221 -4.1900
O: 1.5643 -1.8681 -3.8139
H: 3.9140 -2.8789 -1.7301
H: 2.6763 -2.2653 -0.8829
O: 2.9806 -2.6421 -1.7010
H: -2.1594 3.7795 1.6865
H: -2.2039 4.5184 2.9484
O: -2.7797 4.3359 2.1778
H: 0.5835 0.6025 -5.3921
H: 0.6566 -0.4161 -4.2168
O: 0.5094 0.5396 -4.4182
H: -0.1161 -2.0012 -1.6482
H: 0.2034 -1.2051 -0.3605
O: 0.4913 -1.9299 -0.8982
H: -2.5911 0.8677 -2.9089
H: -1.1374 1.0694 -3.6614
O: -1.6649 0.6193 -2.9746

Its total charge is +1. The HOMO energy (alpha / beta) comes out at -13.2 / -13.2 eV. Its multiplicity is 2.

[2]
The following is a quantum chemistry calculation of 12 unconnected molecules or ions with the total composition C7H36BF4O11, from the OMol25 dataset.

Atoms and positions in Å:
B: -0.4385 -0.5026 -0.1408
F: -1.5088 0.3456 0.1976
F: 0.5410 0.2934 -0.7114
F: -0.0434 -1.1194 1.0849
F: -0.9669 -1.4115 -1.0413
C: -1.5457 -3.2517 5.6531
O: -1.4842 -2.0086 4.9425
H: -1.3930 -4.0175 4.8926
H: -0.7953 -3.3649 6.4356
H: -2.5383 -3.3049 6.1003
H: -0.8297 -2.0592 4.2420
C: -0.5314 4.1960 2.8192
O: -1.8550 3.9288 2.3153
H: 0.2396 4.5631 2.1417
H: -0.5610 4.8728 3.6731
H: -0.1544 3.2280 3.1490
H: -2.0030 3.0083 2.0865
C: 0.5656 4.8063 -3.2084
O: -0.3101 4.7158 -1.9969
H: 1.3276 4.0389 -3.0723
H: 0.0092 4.5216 -4.1014
H: 1.0158 5.7864 -3.3660
H: -0.2435 3.8896 -1.5127
C: 4.2331 2.5638 1.2560
O: 4.8461 3.4940 2.1706
H: 4.7028 1.5814 1.2077
H: 3.2364 2.4376 1.6789
H: 4.2374 2.8388 0.2013
H: 4.5318 4.3587 1.8967
C: 4.6529 -0.0805 -4.5986
O: 5.9205 0.0868 -3.9772
H: 3.9116 0.4510 -4.0018
H: 4.7535 0.3204 -5.6072
H: 4.3245 -1.1198 -4.6007
H: 5.9531 -0.3752 -3.1364
C: 4.2996 -3.0305 0.9131
O: 5.6619 -3.1159 0.5242
H: 3.8458 -3.9867 0.6525
H: 4.0305 -2.7644 1.9353
H: 3.6881 -2.4326 0.2373
H: 6.1748 -3.7761 0.9961
C: -4.3149 -4.4621 0.1908
O: -3.8459 -5.7214 -0.2450
H: -4.5045 -3.7691 -0.6289
H: -5.2880 -4.4662 0.6820
H: -3.6183 -3.9946 0.8867
H: -4.3398 -6.0640 -0.9935
O: -1.4542 -4.4725 -4.4541
H: -1.3829 -4.0267 -3.6101
H: -2.1800 -4.0330 -4.8971
O: -3.5578 0.5171 -3.1231
H: -3.1521 0.1064 -3.8866
H: -3.0860 0.1514 -2.3748
O: -4.1536 4.1717 -1.9897
H: -3.2857 4.5468 -1.8401
H: -3.9848 3.2541 -2.2035
O: -6.0692 0.0987 3.2246
H: -6.1574 -0.6257 3.8439
H: -5.1256 0.1845 3.0885

Its total charge is -1. The HOMO energy comes out at -8.0 eV. Its multiplicity is 1.

[3]
The following is a quantum chemistry calculation of a molecular structure, C7H3AuCl3NO4Si, from the OMol25 dataset.

Atoms and positions in Å:
Au: -1.4920 -0.0148 0.7603
O: 0.1735 3.4512 -0.3125
C: -0.2190 2.3244 -0.1954
O: -1.2960 1.9822 0.5109
C: 0.5180 1.1740 -0.8947
C: 1.6670 1.2214 -1.6634
C: 2.2154 0.0053 -2.0717
C: 1.6721 -1.2194 -1.6836
C: 0.5231 -1.1887 -0.9136
N: 0.0037 -0.0112 -0.6312
C: -0.2147 -2.3472 -0.2314
O: 0.1771 -3.4733 -0.3620
O: -1.2894 -2.0099 0.4767
H: 2.1264 2.1681 -1.9089
H: 3.1147 0.0122 -2.6733
H: 2.1348 -2.1602 -1.9449
Cl: -0.7705 0.7789 3.9795
Si: -2.3450 0.0055 2.9244
Cl: -3.9792 1.1755 3.2381
Cl: -2.7200 -1.8741 3.5967

The HOMO energy comes out at -10.4 eV. Its multiplicity is 1.

[4]
The following is a quantum chemistry calculation of a molecular structure, C7H3Br2ClN2O, from the OMol25 dataset.

Atoms and positions in Å:
C: 0.2927 0.7274 -1.4939
C: 0.3974 -0.4230 -0.7385
C: -0.5572 1.7505 0.4300
C: -0.1937 1.8900 -0.8732
C: -0.4319 0.5715 1.1255
C: -1.4365 1.4932 3.1553
C: -1.3675 2.8597 2.5201
N: 0.0563 -0.5129 0.5374
N: -0.8537 0.4872 2.4384
O: -1.9527 1.3084 4.2295
Cl: -0.3333 3.3640 -1.7421
Br: -2.9786 3.7558 2.2247
Br: 0.0908 3.9190 3.0419
H: 0.5676 0.7513 -2.5329
H: 0.7677 -1.3382 -1.1760
H: -0.8324 -0.4304 2.8652

The HOMO energy (alpha / beta) comes out at -8.1 / -9.4 eV. Its multiplicity is 3.

[5]
The following is a quantum chemistry calculation of a molecular structure, C7H3F6N3O8S2Ta, from the OMol25 dataset.

Atoms and positions in Å:
Ta: 0.2789 -0.0560 -0.6779
F: 3.0492 4.6381 0.3581
C: 2.4956 4.7172 -0.7511
F: 3.1788 4.6356 -1.7826
F: 1.3249 5.1239 -0.8199
S: 1.7848 2.1094 -0.7248
O: 1.0702 1.4193 -1.9204
O: 0.6155 1.7940 0.2727
N: 3.0580 1.2203 -0.3058
S: 2.8425 -0.3642 -0.1483
O: 2.0715 -0.8925 -1.3828
O: 1.6299 -0.5996 0.8267
C: 5.0755 -1.4957 0.7759
F: 5.2288 -0.6304 1.6558
F: 4.5138 -2.5655 1.0672
F: 5.7131 -1.4077 -0.2850
O: -5.3304 -2.4049 -0.6620
C: -4.9249 -1.9713 0.5083
O: -5.5614 -2.0264 1.5128
C: -3.5394 -1.3438 0.6369
C: -3.1097 -0.8604 1.8867
N: -1.8847 -0.3742 1.7523
N: -1.4437 -0.4959 0.4797
C: -2.4772 -1.0953 -0.1923
C: -2.2201 -1.3294 -1.6345
O: -2.8813 -1.7893 -2.4773
O: -0.8842 -0.8386 -1.8624
H: -4.7181 -2.2991 -1.4047
H: -3.6470 -0.8618 2.8260
H: -1.3087 0.0444 2.4727

Its total charge is +3. The HOMO energy comes out at -18.6 eV. Its multiplicity is 1.

[6]
The following is a quantum chemistry calculation of a single C7H3N molecule, from the OMol25 dataset.

Atoms and positions in Å:
C: -1.4989 -1.3399 2.5613
C: -0.9588 -1.3702 1.4942
C: -0.6376 -1.0438 0.0942
C: -0.9911 -1.9894 -0.6953
C: 0.0417 0.1422 -0.1583
C: 0.6263 1.1675 -0.4351
C: 1.6806 2.0297 -1.1242
N: 2.1153 2.9629 -1.7137
H: -1.8959 -1.6945 3.6235
H: -0.8855 -1.8837 -1.7579
H: -1.5987 -2.7388 -0.2895

The HOMO energy comes out at -9.9 eV. Its multiplicity is 1. Its structure (SMILES) is C#CC(=C)C#CC#N.

[7]
The following is a quantum chemistry calculation of a single C7H3N3O molecule, from the OMol25 dataset.

Atoms and positions in Å:
N: -3.9069 -0.6506 -0.3527
C: -2.7867 -0.4318 -0.2536
C: -1.4190 -0.1038 -0.1090
C: -0.4998 -1.1067 -0.1501
O: 0.8356 -1.1090 -0.0122
C: 1.5976 0.0375 0.2884
C: 3.0030 -0.3073 0.1170
N: 4.1133 -0.5213 -0.0249
N: 1.2330 1.1068 -0.6571
C: 0.1143 1.5327 -0.3954
C: -1.0782 1.3014 0.1009
H: -0.8352 -2.1233 -0.3272
H: 1.4312 0.3617 1.3310
H: -1.8022 2.0136 0.4449

The HOMO energy comes out at -9.6 eV. Its multiplicity is 1. Its structure (SMILES) is N#CC1=CO[C@@H](C#N)N=C=C1.

[8]
The following is a quantum chemistry calculation of a molecular structure, C7H3NO5SnTe4, from the OMol25 dataset.

Atoms and positions in Å:
Sn: -0.3820 -0.2433 -2.6251
O: 1.0107 0.7726 3.7113
C: 0.8946 0.6961 2.3468
C: -0.1354 1.3338 1.6712
C: -0.1786 1.2002 0.2980
N: 0.7228 0.5102 -0.3979
C: 1.7067 -0.1138 0.2584
C: 1.8245 -0.0395 1.6395
C: 2.7251 -0.9550 -0.5572
O: 3.2863 -1.8535 0.0995
O: 2.8551 -0.6100 -1.7441
C: -1.2994 1.8529 -0.4936
O: -1.8709 2.8265 -0.0200
O: -1.5524 1.3076 -1.6286
H: 0.2582 1.2733 4.0415
H: -0.8926 1.9277 2.1684
H: 2.6161 -0.5912 2.1249
Te: -2.8088 -0.5027 -4.3799
Te: -4.1984 -2.7923 -4.0123
Te: -3.5718 -3.3951 -1.4228
Te: -1.0099 -2.6044 -1.0781

Its total charge is -2. The HOMO energy comes out at -1.2 eV. Its multiplicity is 1.

Listing max |F| for the structures above in their given order: 2.16 2.52 0.52 1.74 1.43 4.72 1.08 0.41 eV Å⁻¹.
Listing energy for the structures above in their given order: -1169.76599 -1540.39723 -2430.19672 -6061.38902 -2486.13701 -323.07398 -507.91936 -1986.10550 hartree.